(1)
C24H30N6 | ωB97M-V with the def2-TZVPD basis set

```
60
Properties=species:S:1:pos:R:3:forces:R:3
N 1.617 0.071 3.521 0.7858 -0.6087 0.5406
C 0.751 0.047 4.592 2.0852 -0.2918 1.0721
C 1.583 -0.181 5.715 -2.1845 0.8525 0.4179
C 2.927 -0.259 5.352 -0.1563 -0.7301 -1.9278
C 2.909 -0.191 3.971 -0.3660 0.3458 -0.4329
H 1.380 0.094 2.539 0.0540 -0.1178 0.1174
H -0.318 0.166 4.493 0.1652 0.0025 0.0706
H 1.228 -0.194 6.735 -0.1371 -0.0928 -0.0449
H 3.804 -0.552 5.911 -0.2499 0.2459 0.2160
H 3.698 -0.414 3.268 -0.0456 0.3315 -0.0452
N 0.796 1.127 -0.157 -1.2538 0.6419 0.7571
C 2.009 0.791 0.329 1.3350 0.7235 -0.1920
C 2.210 -0.596 0.191 -0.8479 2.7202 0.6334
C 0.965 -1.047 -0.276 -0.8064 -0.6263 0.0941
C 0.071 0.039 -0.410 0.5760 -2.8309 -0.9368
H 0.286 1.999 -0.125 0.9078 0.2967 0.1958
H 2.523 1.669 0.690 0.9268 -0.5421 0.0826
H 3.080 -1.146 0.520 -0.1283 -0.0439 -0.2280
H 0.860 -2.116 -0.393 -0.8108 0.1235 -0.3086
H -0.953 0.138 -0.740 0.1794 -0.4000 -0.1982
N -4.462 -1.531 -1.216 0.7905 -0.2777 -0.8023
C -3.254 -2.041 -0.785 0.5056 0.5233 -0.7009
C -2.457 -2.144 -1.906 1.2152 0.2080 0.1405
C -3.090 -1.630 -3.065 -1.9014 -0.8955 1.9858
C -4.390 -1.378 -2.594 0.2474 0.9956 -0.5629
H -5.192 -1.166 -0.621 -0.0029 -0.4176 -0.3150
H -2.954 -2.166 0.245 -0.4228 -0.2346 -0.0268
H -1.442 -2.508 -1.957 0.0137 -0.0420 0.4270
H -2.606 -1.582 -4.029 -0.6069 0.0245 -0.0787
H -5.269 -1.029 -3.114 0.0815 0.0372 -0.0415
N -3.689 3.447 -3.970 1.5668 -1.2515 0.2821
C -2.336 3.577 -3.689 0.1823 2.4085 0.2292
C -1.914 2.648 -2.782 0.0512 -0.7213 -1.1949
C -2.958 1.729 -2.737 -2.2182 -0.5381 0.7980
C -4.065 2.237 -3.451 0.1273 0.5072 0.9086
H -4.263 4.153 -4.409 0.1566 -0.3909 -0.1651
H -1.780 4.410 -4.094 -0.1308 0.0572 0.0359
H -0.944 2.435 -2.358 0.1116 0.4465 -0.3163
H -2.988 0.816 -2.161 0.0301 -0.0894 -0.2254
H -5.102 1.940 -3.496 0.2067 -0.3024 -0.0673
N -3.694 3.529 1.760 1.2956 -2.6422 -0.6726
C -3.874 2.463 0.879 0.1893 0.7821 0.1919
C -2.775 1.552 1.029 0.1485 0.0764 0.5331
C -1.911 2.032 2.022 -1.7666 -0.2791 -1.6481
C -2.558 3.190 2.443 0.5425 1.4995 1.7539
H -4.254 4.343 1.969 -0.1826 -0.2297 -0.2623
H -4.706 2.393 0.193 -0.0036 0.0734 0.0930
H -2.687 0.595 0.537 -0.1212 0.1240 -0.2702
H -0.994 1.577 2.365 -0.1397 0.1998 0.2057
H -2.278 3.752 3.322 0.0431 0.3211 -0.1193
N 7.068 -2.744 -1.466 -2.3924 1.8630 0.5716
C 5.718 -2.515 -1.065 1.1746 -1.1651 -0.7808
C 5.247 -3.734 -0.577 -0.6578 2.7807 -0.2664
C 6.303 -4.607 -0.573 1.8755 -1.9060 -0.4236
C 7.421 -3.990 -1.130 -0.3488 -0.7157 0.0082
H 7.616 -2.082 -1.997 -0.0185 -0.1922 0.3329
H 5.186 -1.592 -1.245 0.2965 -0.0214 -0.0954
H 4.212 -3.848 -0.290 0.1739 -0.3563 0.2042
H 6.271 -5.657 -0.322 0.0422 0.1018 0.2021
H 8.418 -4.314 -1.390 -0.1827 -0.3602 0.2489
```
Forces are in eV/Å.

The relative energy (zero: lowest compared OMol25 entry of this formula, charge and spin) is 0.5641 eV. For the frontier orbital gap (alpha / beta), the calculation gives 6.28 / 1.86 eV. Its spin multiplicity is 2. The HOMO energy (alpha / beta) comes out at -9.3946 / -9.3946 eV. As for the net charge: +1.

---

(2)
C5H9NO | ωB97M-V with the def2-TZVPD basis set

```
16
Properties=species:S:1:pos:R:3:forces:R:3
C -2.202 -0.143 0.159 0.1050 0.1408 -0.0265
C -0.785 -0.569 -0.298 0.2712 0.3358 -0.0808
C 0.214 0.697 -0.522 -0.4741 -0.3911 0.0345
C 1.601 0.634 0.164 -0.6844 -0.0481 0.3838
O 2.617 0.324 -0.780 0.0168 -0.1340 0.2251
C -0.129 -1.432 0.685 0.5537 -0.3677 0.5768
N 0.591 -1.919 1.449 -0.9880 -0.1297 -0.4853
H -2.596 0.596 -0.546 0.1114 -0.0412 0.1155
H -2.158 0.312 1.154 -0.0037 -0.0009 -0.1711
H -2.935 -0.962 0.199 0.4828 0.0525 -0.0405
H -0.895 -1.163 -1.221 0.2446 0.3477 0.2032
H 0.367 0.809 -1.605 -0.0116 -0.0101 0.3258
H -0.332 1.588 -0.176 0.1555 -0.3163 -0.0557
H 1.568 -0.145 0.940 0.2148 0.5259 -0.2525
H 1.812 1.577 0.695 -0.0333 -0.0439 -0.4353
H 3.262 -0.205 -0.296 0.0393 0.0802 -0.3170
```
Forces are in eV/Å.

The relative energy (zero: lowest compared OMol25 entry of this formula, charge and spin) is 1.6246 eV. For the frontier orbital gap, the calculation gives 11.30 eV. The HOMO energy comes out at -10.3779 eV. Its structure (SMILES) is C[C@H](C#N)CCO.

---

(3)
C5H13F3NO4PSSi | ωB97M-V with the def2-TZVPD basis set

```
29
Properties=species:S:1:pos:R:3:forces:R:3
N 1.601 -0.727 3.588 -0.0252 -0.2771 -0.3804
C 0.883 -0.433 2.337 0.1337 0.6337 0.7164
Si -0.358 0.993 2.384 0.4387 -0.3514 -0.6121
P -2.479 0.368 2.809 -0.7575 1.4612 -0.9423
O -2.714 -1.102 2.243 0.0833 -0.5320 0.6160
O -2.788 0.251 4.383 0.1903 -0.0875 0.3329
S -3.642 1.695 1.983 0.1991 -0.1100 0.2989
H 1.920 0.130 4.008 0.0797 0.1361 0.2827
H 1.015 -1.213 4.247 -0.1287 0.0068 0.1921
H 1.618 -0.148 1.601 0.3547 0.1353 -0.4416
H 0.431 -1.323 1.943 -0.3110 -0.5360 -0.1382
H -0.420 1.597 1.043 -0.1615 -0.0055 0.0041
H 0.033 2.053 3.334 -0.1201 -0.1152 0.2358
H -3.605 -1.389 2.509 0.1256 -0.1110 -0.2800
H -3.137 1.116 4.653 -0.0908 -0.2459 0.0890
C 1.081 -2.041 -3.834 -0.2123 0.1287 0.0290
C 1.971 -0.856 -3.526 0.2440 -0.3325 -0.0961
O 1.221 0.375 -3.456 -0.0009 0.0440 -0.1300
C 0.533 0.576 -2.348 0.1291 0.0141 -0.2028
O 0.484 -0.137 -1.393 -0.0533 -0.1401 0.3492
C -0.201 1.926 -2.437 -0.0755 0.0062 0.0198
F -0.857 2.032 -3.601 0.0458 0.0957 0.1765
F 0.693 2.926 -2.358 -0.1696 -0.0484 -0.0221
F -1.069 2.045 -1.440 0.0670 0.0923 -0.1641
H 0.527 -1.868 -4.756 0.0575 -0.0244 -0.0549
H 1.686 -2.939 -3.951 0.0463 0.0028 -0.0176
H 0.362 -2.214 -3.037 0.0310 -0.0156 0.0766
H 2.687 -0.699 -4.327 -0.0214 0.1346 -0.0406
H 2.525 -0.994 -2.599 -0.0980 0.0410 0.1038
```
Forces are in eV/Å.

The relative energy (zero: lowest compared OMol25 entry of this formula, charge and spin) is 0.0000 eV. For the frontier orbital gap, the calculation gives 9.00 eV. The HOMO energy comes out at -8.4815 eV. Its structure (SMILES) is NC[SiH2]P(O)(O)=S.CCOC(=O)C(F)(F)F.

---

(4)
C31H23CoF10N4O2S | ωB97M-V with the def2-TZVPD basis set

```
72
Properties=species:S:1:pos:R:3:forces:R:3
Co 0.016 0.275 -0.321 -1.1308 -1.8851 0.8600
C -2.039 -1.952 1.495 0.1624 0.0689 0.0745
N -1.863 -1.035 0.380 -0.1347 0.1802 -0.2627
C -2.098 -1.709 -0.893 0.1141 -0.1098 -0.1627
C -0.824 -2.428 -1.297 -0.0230 0.1334 -0.1278
N 0.221 -1.430 -1.480 0.0632 0.8486 0.4979
C 1.346 -1.812 -2.120 0.2968 -0.1313 -0.3242
C 2.086 -0.889 -2.907 -0.2107 -0.1519 0.1139
F 1.612 0.357 -3.056 0.0080 0.0775 -0.0218
C 3.229 -1.212 -3.601 0.0661 -0.1155 0.0421
F 3.850 -0.284 -4.338 0.0212 0.0910 -0.0646
C 3.726 -2.505 -3.589 -0.0792 0.0376 0.0408
F 4.833 -2.825 -4.279 0.0514 -0.0239 -0.0027
C 3.045 -3.449 -2.851 0.0295 0.0868 -0.1030
F 3.510 -4.705 -2.794 0.0446 -0.1114 0.0183
C 1.906 -3.114 -2.143 -0.1103 0.2378 0.1068
F 1.371 -4.102 -1.386 -0.0604 -0.0075 0.0476
C -2.673 0.158 0.594 0.0564 0.1751 0.0644
C -2.004 1.085 1.611 0.0540 0.0892 -0.0522
N -0.551 1.032 1.475 0.3345 -0.1759 -0.7894
C 0.188 1.802 2.312 0.2945 0.3382 0.2687
C 1.562 1.513 2.539 -0.3564 -0.0015 -0.1906
F 2.098 0.403 1.984 0.0443 0.0849 -0.0012
C 2.413 2.287 3.289 -0.0444 0.0675 0.1219
F 3.702 1.944 3.408 0.0676 -0.0627 0.0053
C 1.940 3.402 3.957 -0.0548 -0.0484 -0.0482
F 2.758 4.163 4.700 0.0323 0.0336 0.0292
C 0.599 3.697 3.840 0.1155 -0.0561 0.0620
F 0.108 4.766 4.479 -0.0604 0.0868 0.0533
C -0.244 2.929 3.058 0.0935 -0.2593 -0.1664
F -1.527 3.347 3.020 -0.0407 0.0806 -0.0444
H -3.097 -2.247 1.581 0.0061 0.0013 -0.0019
H -1.733 -1.475 2.425 0.0207 0.0159 0.0082
H -1.442 -2.849 1.352 0.0356 -0.0237 0.0128
H -2.316 -0.956 -1.653 -0.0467 0.0270 0.0491
H -2.941 -2.414 -0.832 -0.0292 0.0342 -0.0001
H -1.003 -2.966 -2.238 -0.0156 -0.0727 0.0318
H -0.577 -3.179 -0.540 -0.0022 -0.0574 -0.0042
H -3.689 -0.094 0.936 -0.0141 -0.0124 -0.0163
H -2.747 0.688 -0.354 -0.0446 -0.0667 0.0186
H -2.276 0.801 2.636 -0.0487 0.0349 0.0016
H -2.410 2.083 1.430 -0.0816 -0.0325 0.0252
O 2.337 2.015 -0.545 0.4936 -0.0023 -0.1102
C 1.676 1.101 -0.483 0.1587 0.6890 0.0605
O 0.788 -1.336 4.201 -0.0542 0.2714 0.3749
S 0.982 -2.011 2.895 0.1707 -0.7676 -0.2298
C 0.626 -3.790 3.229 0.1225 0.2946 -0.0830
C 1.824 -4.262 4.030 0.0556 -0.0719 -0.0091
C 3.029 -3.846 3.191 -0.0070 -0.0391 0.1274
C 2.783 -2.400 2.756 -0.2003 0.0170 -0.1896
H 0.554 -4.299 2.263 -0.0174 -0.0107 0.0044
H -0.325 -3.847 3.756 -0.0399 0.0993 -0.0550
H 1.810 -5.336 4.226 -0.0398 0.0122 -0.0100
H 1.831 -3.736 4.987 0.0066 -0.0463 0.0199
H 3.100 -4.495 2.315 0.0129 0.0082 -0.0033
H 3.960 -3.944 3.751 0.0215 0.0349 -0.0515
H 3.063 -2.203 1.721 0.0883 0.0246 0.0369
H 3.272 -1.672 3.400 -0.0917 0.0805 -0.0004
N -4.863 6.455 -6.401 0.0405 -0.0298 0.0308
C -4.256 5.773 -5.701 -0.1746 0.2205 -0.2029
C -3.513 4.921 -4.830 0.2017 -0.3057 0.2528
C -3.493 3.540 -5.051 -0.0534 0.1255 -0.0446
C -2.792 2.713 -4.200 0.0149 0.0374 0.0135
C -2.093 3.233 -3.100 -0.0487 -0.0001 -0.0926
C -2.114 4.619 -2.893 0.0026 -0.0349 -0.0008
C -2.812 5.450 -3.744 -0.0848 0.0788 -0.1060
C -1.397 2.357 -2.223 0.0463 -0.0255 0.0727
C -0.831 1.570 -1.486 -0.0820 -0.0478 -0.0190
H -4.035 3.132 -5.894 0.0101 -0.0135 0.0033
H -2.772 1.646 -4.370 0.0039 0.0000 0.0105
H -1.575 5.031 -2.050 0.0034 -0.0160 0.0042
H -2.829 6.520 -3.579 0.0161 -0.0081 0.0260
```
Forces are in eV/Å.

The relative energy (zero: lowest compared OMol25 entry of this formula, charge and spin) is 2.3851 eV. For the frontier orbital gap (alpha / beta), the calculation gives 7.11 / 7.06 eV. Its spin multiplicity is 2. The HOMO energy (alpha / beta) comes out at -4.8497 / -4.8126 eV. As for the net charge: -1.